No. 1
The following is a quantum chemistry calculation of C42H64AsClO6PRuS2Se as an isolated structure at a distorted geometry, from OMol25.

Computed properties:
calculated total energy = -8420.0632 a.u.
gap between HOMO and LUMO (spin up / spin down) = 7.43 / 7.20 eV
2S+1 = 6

Atoms and positions in Å:
Ru -0.772 0.380 0.347
O 1.512 0.091 1.219
H 1.751 -0.687 0.697
H 1.898 0.821 0.712
O -3.728 2.261 2.757
Se -2.901 2.296 1.356
O -3.024 0.831 0.539
O -1.214 2.285 1.627
O -3.228 3.601 0.410
O 1.746 0.209 -1.437
S 2.135 0.308 -2.897
C 3.921 0.009 -2.947
C 4.721 0.925 -2.075
C 4.692 0.766 -0.690
C 5.326 1.678 0.141
C 6.008 2.760 -0.405
C 6.068 2.911 -1.784
C 5.425 2.000 -2.612
C 2.109 2.051 -3.298
C 1.428 2.363 -4.612
C 0.414 1.564 -5.134
C -0.284 1.961 -6.267
C 0.020 3.162 -6.891
C 1.037 3.962 -6.382
C 1.736 3.561 -5.252
H 4.194 0.077 -4.003
H 3.987 -1.030 -2.620
H 4.175 -0.087 -0.266
H 5.290 1.544 1.215
H 6.501 3.474 0.243
H 6.611 3.742 -2.218
H 5.477 2.119 -3.689
H 1.517 2.450 -2.471
H 3.117 2.467 -3.241
H 0.147 0.634 -4.647
H -1.079 1.333 -6.651
H -0.538 3.479 -7.763
H 1.281 4.902 -6.861
H 2.526 4.191 -4.853
C -0.956 5.051 1.300
As -0.523 4.078 -0.301
C -0.914 5.373 -1.664
C 1.405 4.114 -0.145
S -0.891 2.244 -1.394
H -0.536 6.041 1.122
H -0.469 4.560 2.136
H -2.028 5.086 1.447
H -0.505 6.346 -1.396
H -1.999 5.436 -1.740
H -0.506 5.025 -2.609
H 1.709 4.853 0.596
H 1.855 4.353 -1.107
H 1.740 3.127 0.169
Cl -2.925 -0.047 -3.381
C -2.357 -1.588 -3.930
C -2.972 -2.179 -5.012
C -2.546 -3.424 -5.460
C -1.492 -4.074 -4.814
C -0.882 -3.484 -3.729
C -1.295 -2.221 -3.238
C -0.695 -1.662 -2.096
H -3.792 -1.666 -5.498
H -3.042 -3.889 -6.302
H -1.158 -5.042 -5.164
H -0.069 -3.987 -3.216
H 0.091 -2.182 -1.569
H -1.017 -0.688 -1.745
C 0.584 -5.496 3.841
C 0.625 -5.423 2.318
C -0.413 -4.408 1.798
C -0.639 -3.244 2.795
C 0.689 -2.973 3.515
C 1.030 -4.151 4.442
P -1.350 -1.746 2.004
C -2.970 -2.204 1.249
C -2.890 -3.180 0.065
C -4.114 -2.955 -0.841
C -5.354 -2.552 -0.021
C -5.299 -3.197 1.364
C -4.112 -2.639 2.180
C -1.842 -0.670 3.448
C -0.711 0.269 3.922
C -1.228 1.148 5.057
C -1.564 0.305 6.309
C -1.746 -1.178 5.965
C -2.533 -1.352 4.668
H 1.214 -6.305 4.211
H -0.438 -5.728 4.155
H 0.428 -6.401 1.877
H 1.632 -5.134 2.002
H -1.356 -4.924 1.623
H -0.085 -4.012 0.831
H -1.373 -3.556 3.541
H 0.661 -2.055 4.091
H 1.473 -2.844 2.761
H 0.545 -3.999 5.409
H 2.106 -4.164 4.626
H -3.251 -1.238 0.826
H -2.887 -4.208 0.430
H -1.972 -3.045 -0.511
H -4.321 -3.872 -1.399
H -3.889 -2.177 -1.578
H -6.263 -2.850 -0.546
H -5.395 -1.465 0.091
H -5.202 -4.281 1.248
H -6.228 -3.024 1.908
H -3.772 -3.401 2.886
H -4.446 -1.779 2.760
H -2.581 -0.014 2.982
H -0.391 0.901 3.103
H 0.172 -0.278 4.257
H -2.112 1.678 4.695
H -0.481 1.905 5.305
H -2.482 0.679 6.769
H -0.775 0.407 7.058
H -2.275 -1.683 6.776
H -0.771 -1.670 5.879
H -3.519 -0.897 4.800
H -2.712 -2.411 4.499

---

No. 2
The following is a quantum chemistry calculation of C42H65FGeMoN4O3P3S2 as an isolated structure at a distorted geometry, from OMol25.

Computed properties:
calculated total energy = -6148.9280 a.u.
gap between HOMO and LUMO (spin up / spin down) = 4.75 / 3.87 eV
charge = +2
2S+1 = 4

Atoms and positions in Å:
Mo 0.254 0.524 -1.055
C 3.998 1.646 1.221
C 3.655 0.160 1.147
C 4.958 -0.635 1.224
P 2.519 -0.309 -0.279
C 2.163 -2.062 0.231
N 0.988 -2.153 1.056
Ge -0.551 -0.928 0.844
N -0.285 0.346 2.283
C 0.317 1.638 2.074
P -0.106 2.452 0.462
C 1.096 3.884 0.363
C 0.554 4.925 -0.617
C 1.524 4.539 1.677
C -1.761 3.232 0.855
C -2.745 2.118 1.189
C -1.794 4.280 1.963
C -0.762 0.034 3.531
C -0.695 0.848 4.669
C -1.367 0.496 5.821
C -2.136 -0.657 5.870
C -2.154 -1.511 4.780
C -1.425 -1.199 3.647
N -1.221 -2.123 2.551
C -0.155 -3.033 2.920
C -0.145 -3.793 4.077
C 0.835 -4.754 4.274
C 1.818 -4.943 3.316
C 1.880 -4.123 2.212
C 0.927 -3.111 2.020
C -2.457 -2.781 2.205
C -2.951 -3.904 2.842
C -4.225 -4.369 2.557
C -5.011 -3.694 1.640
C -4.500 -2.619 0.941
C -3.195 -2.167 1.178
N -2.579 -1.160 0.477
C -3.244 -0.683 -0.685
P -2.210 0.198 -2.036
C -1.950 -1.236 -3.271
C -2.816 -1.331 -4.515
C -1.772 -2.585 -2.600
C -3.416 1.335 -2.888
C -4.876 0.898 -2.838
C -3.228 2.761 -2.387
C 3.534 -0.424 -1.834
C 4.230 0.921 -2.069
C 4.514 -1.587 -1.955
H 4.412 1.874 2.200
H 3.126 2.269 1.058
H 4.746 1.917 0.484
H 3.042 -0.101 2.025
H 5.694 -0.232 0.533
H 4.832 -1.694 1.017
H 5.365 -0.538 2.229
H 3.026 -2.419 0.799
H 2.069 -2.676 -0.672
H 1.412 1.562 2.124
H -0.012 2.333 2.853
H 1.984 3.439 -0.110
H -0.200 5.557 -0.159
H 0.119 4.447 -1.494
H 1.365 5.569 -0.947
H 0.697 5.027 2.180
H 2.262 5.307 1.451
H 1.982 3.836 2.369
H -2.067 3.718 -0.079
H -2.579 1.735 2.195
H -2.623 1.302 0.480
H -3.768 2.486 1.142
H -1.388 3.907 2.900
H -2.834 4.544 2.147
H -1.277 5.191 1.683
H -0.120 1.760 4.678
H -1.308 1.142 6.682
H -2.699 -0.905 6.754
H -2.749 -2.410 4.819
H -0.877 -3.634 4.853
H 0.816 -5.360 5.164
H 2.552 -5.720 3.444
H 2.663 -4.283 1.491
H -2.357 -4.437 3.564
H -4.606 -5.234 3.073
H -6.026 -4.009 1.463
H -5.132 -2.114 0.227
H -3.997 0.073 -0.421
H -3.739 -1.492 -1.242
H 0.098 -1.307 -3.285
H -3.846 -1.569 -4.271
H -2.432 -2.125 -5.153
H -2.797 -0.409 -5.090
H -2.730 -3.083 -2.482
H -1.306 -2.502 -1.612
H -1.148 -3.218 -3.229
H -3.060 1.304 -3.927
H -5.335 1.147 -1.885
H -5.003 -0.166 -3.022
H -5.420 1.437 -3.611
H -3.730 2.905 -1.435
H -3.656 3.461 -3.101
H -2.162 2.978 -2.282
H 2.777 -0.562 -2.619
H 5.194 0.949 -1.571
H 3.628 1.751 -1.697
H 4.410 1.075 -3.130
H 5.349 -1.495 -1.269
H 4.915 -1.591 -2.968
H 4.024 -2.545 -1.802
O 1.399 2.453 -2.372
H 0.761 2.910 -2.937
H 2.012 2.047 -3.008
F 0.815 -1.404 -1.929
O -0.635 -0.729 -3.697
C -0.597 0.477 -2.916
C 5.136 0.553 -6.028
O 3.862 1.068 -5.673
C 2.884 0.244 -5.387
S 2.970 -1.418 -5.336
S 1.409 0.953 -4.971
H 5.824 1.390 -5.936
H 5.122 0.183 -7.053
H 5.426 -0.260 -5.359

---

- What is the 2S+1 in the first record?
  6